i) The following is a quantum chemistry calculation of a single C2H6N4O molecule, from the OMol25 dataset.

Properties
LUMO energy (alpha / beta): -0.0769 / -0.1388 eV
HOMO-LUMO gap (alpha / beta): 7.67 / 7.56 eV
total charge: 0

Positions of all 13 atoms, in Å:
C 1.49348 1.03159 -0.18844
N -1.23574 -1.18694 0.30146
N -0.51115 -2.30627 0.38571
C -1.33102 1.05906 0.00029
N -0.52950 -0.11503 0.11221
N 0.76156 -0.18635 -0.02543
O -2.40146 1.19416 0.50685
H -1.00969 -3.13543 0.10194
H 0.47020 -2.20481 0.13013
H -0.83965 1.82182 -0.62501
H 1.32210 1.49537 -1.16858
H 1.26636 1.77027 0.58841
H 2.54454 0.76253 -0.11951

Atom charges from the Mulliken analysis, given in e for atoms 1 to 5:
1. C -0.913
2. N -0.546
3. N -0.299
4. C 0.097
5. N 1.242

ii) The following is a quantum chemistry calculation of a single C2H6N4O molecule, from the OMol25 dataset.

Properties
SMILES: [H]/N=C(N)/C(=N\[H])NO
LUMO energy: 0.4908 eV
HOMO-LUMO gap: 9.40 eV
total charge: 0

Positions of all 13 atoms, in Å:
H 0.11762 0.76507 2.86797
N -0.32258 0.74215 1.87885
C 0.15969 -0.02452 0.91978
N 1.25352 -0.78172 1.08362
C -0.19427 0.18060 -0.46015
N 0.53125 0.05042 -1.52600
H 1.55727 -0.03109 -1.35058
N -1.58794 0.26114 -0.76060
O -1.63835 0.41501 -2.20042
H 1.69101 -1.34560 0.33755
H 1.37392 -1.27877 2.07233
H -2.26934 0.88331 -0.28387
H -0.67182 0.16401 -2.57848

Atom charges from the Mulliken analysis, given in e for atoms 1 to 5:
1. H 0.226
2. N -0.688
3. C 0.298
4. N -0.483
5. C 0.577

What should be chosen as the most stable of them? Choose ii).

i) The following is a quantum chemistry calculation of 2 unconnected molecules or ions with the total composition C8H19NO, from the OMol25 dataset.

Properties
SMILES: CCN(C)C(C)=O.CCC
LUMO energy: 0.7569 eV
HOMO-LUMO gap: 9.37 eV
total charge: 0

Positions of all 29 atoms, in Å:
C 1.37985 -0.38662 0.47654
C 2.04345 -0.37345 -0.84994
N 1.24353 -1.23134 -1.74489
C 1.22550 -2.61037 -1.50940
C -0.10310 -0.85580 -2.32147
C -0.72611 0.48839 -1.88636
O -0.42303 -1.76197 -3.03505
H 1.98587 -0.04073 1.36599
H 1.42607 -1.39032 0.69638
H 0.09683 -0.15998 0.50750
H 2.35420 0.49292 -1.37445
H 3.07507 -0.92230 -0.68115
H 0.36289 -2.86752 -0.78943
H 1.00828 -2.97798 -2.37513
H 2.24481 -2.87739 -1.14310
H -0.96882 0.48441 -0.73500
H 0.14935 1.10209 -1.98178
H -1.65005 0.84919 -2.39096
C -1.84672 1.01899 4.09704
C -1.86210 2.10857 2.81290
C -0.73778 2.98783 2.50695
H -0.76067 1.10868 4.69278
H -2.73242 1.17291 4.72138
H -1.80646 0.14749 3.49005
H -2.35171 1.45547 2.07624
H -2.65463 2.97069 2.95706
H 0.25909 2.52820 2.27663
H -0.96795 3.77437 1.79673
H -0.62808 3.59967 3.42727

Atom charges from the Mulliken analysis, given in e for atoms 1 to 5:
1. C -0.519
2. C -0.769
3. N 0.043
4. C -1.260
5. C 0.792

ii) The following is a quantum chemistry calculation of 3 unconnected molecules or ions with the total composition C8H19NO, from the OMol25 dataset.

Properties
LUMO energy: 0.7775 eV
HOMO-LUMO gap: 7.80 eV
total charge: 0

Positions of all 29 atoms, in Å:
C 0.93313 0.94889 0.27612
C -0.89154 -0.15973 0.35231
C -0.34057 -0.82489 -0.75079
C 2.10601 0.57247 -0.61684
C 1.36421 0.95045 1.72938
C 0.34058 2.27524 -0.16280
C -1.13691 -0.83379 1.66758
C 0.45473 -2.09132 -0.62955
N -2.77877 -0.47527 -1.94574
O -2.20088 -1.43110 -1.07102
H -1.57632 0.64777 0.11906
H -0.29481 -0.27913 -1.68638
H -3.71971 -0.29633 -1.59250
H -2.89745 -0.94645 -2.84307
H 2.90440 1.32158 -0.50896
H 1.84489 0.56687 -1.67747
H 2.55095 -0.38553 -0.34348
H 0.56452 1.26115 2.40336
H 1.72554 -0.03193 2.04681
H 2.19629 1.65424 1.87966
H 1.12013 3.04750 -0.22328
H -0.41289 2.64100 0.53879
H -0.12007 2.19989 -1.15277
H -1.38530 -0.10787 2.44486
H -0.29083 -1.43208 2.00537
H -1.99515 -1.50072 1.54557
H 1.00104 -2.16150 0.31319
H -0.23297 -2.93949 -0.66857
H 1.16774 -2.18992 -1.44882

Atom charges from the Mulliken analysis, given in e for atoms 1 to 5:
1. C 1.695
2. C 0.262
3. C 0.419
4. C -1.782
5. C -1.760

What should be chosen as the most stable of them? Choose i).

i) The following is a quantum chemistry calculation of 2 unconnected molecules or ions with the total composition C8H19NO, from the OMol25 dataset.

Properties
SMILES: CNC(C)=O.CCCCC
LUMO energy: 0.5869 eV
HOMO-LUMO gap: 10.08 eV
total charge: 0

Positions of all 29 atoms, in Å:
C -0.73575 0.74026 3.67043
N -1.59392 1.37048 2.61914
C -1.34449 1.36408 1.30637
C -2.52464 1.49940 0.36537
O -0.28503 1.57979 0.74962
H 0.30859 1.37088 3.55256
H -1.06711 0.82200 4.85557
H -0.83976 -0.40131 3.60150
H -2.52784 0.76487 2.63860
H -3.38459 1.36991 1.03086
H -2.30438 0.68294 -0.47544
H -2.58767 2.60765 -0.18160
C -0.54774 -0.55396 -3.63821
C 0.38436 -0.49342 -2.32554
C 1.32874 -1.64344 -1.88468
C 2.11700 -1.25055 -0.58833
C 3.09322 -2.17598 -0.03505
H 0.21225 -0.49670 -4.45784
H -0.90873 -1.67545 -3.67436
H -1.35682 0.34177 -3.85520
H -0.13893 0.02519 -1.36328
H 1.12326 0.32494 -2.45699
H 0.80007 -2.58173 -1.91486
H 1.93496 -1.73135 -2.67876
H 1.39115 -0.91655 0.23449
H 2.72289 -0.30804 -0.87898
H 3.52027 -2.85807 -0.88253
H 3.59430 -1.60612 0.77553
H 2.32157 -2.88483 0.57759

Atom charges from the Mulliken analysis, given in e for atoms 1 to 5:
1. C -0.708
2. N -0.308
3. C 0.570
4. C -0.777
5. O -0.562

ii) The following is a quantum chemistry calculation of 2 unconnected molecules or ions with the total composition C8H19NO, from the OMol25 dataset.

Properties
SMILES: CCN(C)C(C)=O.CCC
LUMO energy: 0.8212 eV
HOMO-LUMO gap: 9.92 eV
total charge: 0

Positions of all 29 atoms, in Å:
C 3.32404 -1.20890 -0.51707
C 2.23600 -0.44588 0.14526
N 0.78017 -0.54404 -0.04153
C 0.03617 -0.42031 1.24604
C 0.14499 -1.47097 -0.93103
C 0.87500 -1.58739 -2.29523
O -0.77326 -2.17310 -0.64317
H 3.95365 -1.73133 0.21591
H 4.18320 -0.69875 -0.99580
H 3.13672 -1.99164 -1.26984
H 2.42682 -0.56479 1.21804
H 2.48418 0.65662 0.14592
H -0.98824 -0.14402 1.10122
H -0.02373 -1.13842 2.10088
H 0.75508 0.31748 1.62889
H 0.18256 -1.64319 -3.11722
H 1.78754 -1.00789 -2.33922
H 1.26586 -2.62734 -2.24930
C -3.12568 1.72800 0.55874
C -1.97107 2.75730 0.47804
C -1.35584 2.89915 1.85047
H -3.96408 1.95574 1.18728
H -2.77556 0.71678 0.71267
H -3.57282 1.63185 -0.43696
H -1.30307 2.29727 -0.24366
H -2.41890 3.62966 0.00409
H -0.88695 1.91072 2.05345
H -0.50888 3.56754 1.88448
H -2.07363 2.90241 2.67100

Atom charges from the Mulliken analysis, given in e for atoms 1 to 5:
1. C -1.217
2. C -0.379
3. N 0.179
4. C -0.698
5. C 0.738

What should be chosen as the most stable of them? Choose ii).

i) The following is a quantum chemistry calculation of a single C23H34N4O2 molecule, from the OMol25 dataset.

Properties
SMILES: C/C=C(\C)C(=O)NCCN1C2=NC[C@H](C(C)C)N2C[C@@H]1Cc1ccc(OC)cc1
LUMO energy: 0.6902 eV
HOMO-LUMO gap: 8.88 eV
total charge: 0

Positions of all 63 atoms, in Å:
C 2.47796 2.29992 2.20229
C 2.49599 0.97583 1.51176
C 3.11176 -0.12157 1.94997
C 3.84563 -0.21592 3.25679
C 3.06161 -1.40773 1.18887
O 3.13766 -2.49196 1.74762
N 2.96294 -1.30940 -0.15634
C 2.78280 -2.49563 -0.96260
C 1.97107 -2.17968 -2.21946
N 0.67239 -1.63087 -1.93311
C 0.46617 -0.30363 -1.78449
N 1.28125 0.66618 -1.60531
C 0.47143 1.87300 -1.68343
C -0.96032 1.43427 -2.12695
C -2.06734 2.09951 -1.30039
C -3.44289 1.54421 -1.66089
C -2.04727 3.61111 -1.52241
N -0.87057 0.00157 -1.92103
C -1.49295 -1.07393 -2.65182
C -0.59429 -2.26716 -2.25462
C -1.15632 -3.03054 -1.03304
C -1.47620 -2.08827 0.09217
C -2.77162 -1.62702 0.30081
C -3.04324 -0.68980 1.27493
C -2.01733 -0.18474 2.07335
O -2.38336 0.75634 2.99184
C -1.39544 1.26233 3.85519
C -0.72602 -0.66543 1.89592
C -0.47059 -1.60915 0.91749
H 1.47515 2.72614 2.18006
H 2.81416 2.23321 3.23309
H 3.13487 2.99118 1.67278
H 1.95886 0.95463 0.57415
H 4.81166 0.28348 3.18770
H 3.28230 0.23894 4.06942
H 4.01066 -1.26544 3.48912
H 2.77389 -0.42301 -0.60812
H 2.29046 -3.25621 -0.34658
H 3.75929 -2.89614 -1.26569
H 2.53169 -1.44805 -2.81533
H 1.84484 -3.09371 -2.80550
H 0.93391 2.57180 -2.38441
H 0.43731 2.34934 -0.69804
H -1.12493 1.65771 -3.19506
H -1.87470 1.88194 -0.24430
H -4.21725 2.10757 -1.14530
H -3.61852 1.62024 -2.73255
H -3.52481 0.50499 -1.35972
H -2.24820 3.83982 -2.56742
H -1.08407 4.03894 -1.25806
H -2.81236 4.08830 -0.91464
H -2.52850 -1.22842 -2.35096
H -1.46505 -0.89250 -3.73938
H -0.46325 -2.97108 -3.08518
H -0.40687 -3.75716 -0.71400
H -2.05213 -3.57063 -1.34511
H -3.58496 -2.01458 -0.29823
H -4.04650 -0.32759 1.43694
H -0.60291 1.77778 3.30292
H -0.95079 0.47043 4.46626
H -1.90525 1.97438 4.50270
H 0.09358 -0.32004 2.50556
H 0.53554 -1.97810 0.80973

Atom charges from the Mulliken analysis, given in e for atoms 1 to 5:
1. C -1.615
2. C 0.872
3. C 0.761
4. C -1.881
5. C 0.534

ii) The following is a quantum chemistry calculation of a single C23H34N4O2 molecule, from the OMol25 dataset.

Properties
SMILES: Cc1ccc(-c2ccc(=O)n(CC(=O)NCCN(CC(C)C)CC(C)C)n2)cc1
LUMO energy: -0.1038 eV
HOMO-LUMO gap: 8.00 eV
total charge: 0

Positions of all 63 atoms, in Å:
C 1.97452 -5.97174 -6.21615
C 1.96753 -5.32436 -4.86649
C 2.89843 -4.35115 -4.52868
C 2.88491 -3.75253 -3.28290
C 1.93072 -4.11481 -2.33530
C 1.89198 -3.50550 -1.00406
C 3.03035 -2.89952 -0.39627
C 2.90935 -2.37653 0.84661
C 1.64928 -2.40820 1.54326
O 1.43777 -1.93825 2.65788
N 0.63818 -3.04764 0.84288
C -0.67451 -3.18472 1.44201
C -1.49374 -1.87826 1.33069
O -2.41220 -1.76392 0.54858
N -1.09680 -0.94134 2.20294
C -1.63471 0.39687 2.20085
C -0.66842 1.37420 1.49358
N -1.01386 2.77439 1.57165
C -0.88596 3.34170 2.90507
C -0.33854 4.77607 2.85777
C -0.30668 5.37133 4.26257
C 1.05183 4.78296 2.23132
C -2.27450 3.13330 0.94226
C -2.29217 2.91134 -0.57390
C -3.62575 3.39167 -1.14194
C -1.13071 3.64737 -1.23452
N 0.75840 -3.56686 -0.35904
C 0.98531 -5.08281 -2.67823
C 1.00751 -5.67655 -3.92175
H 1.89047 -7.05300 -6.12248
H 2.88575 -5.73490 -6.75955
H 1.12402 -5.62251 -6.80185
H 3.64503 -4.05414 -5.25150
H 3.61046 -2.98357 -3.06340
H 3.97870 -2.88794 -0.91016
H 3.73690 -1.91894 1.36651
H -0.55242 -3.44796 2.49560
H -1.20178 -3.96732 0.89645
H -0.23677 -1.10770 2.72208
H -2.59076 0.35972 1.67557
H -1.79724 0.71352 3.23495
H -0.60028 1.08852 0.44133
H 0.32742 1.25372 1.93257
H -1.84847 3.33732 3.44222
H -0.18292 2.73326 3.47859
H -1.00037 5.38619 2.23557
H 0.33747 4.78023 4.91051
H -1.30393 5.39198 4.69715
H 0.07644 6.38871 4.23528
H 1.01534 4.30620 1.25626
H 1.75283 4.23705 2.85933
H 1.41544 5.80106 2.11332
H -3.12562 2.59785 1.39699
H -2.42699 4.19967 1.12540
H -2.20320 1.84134 -0.78404
H -3.75870 4.45595 -0.95713
H -4.45443 2.85660 -0.68356
H -3.66224 3.22280 -2.21549
H -1.11847 3.45910 -2.30572
H -1.22389 4.71901 -1.07255
H -0.18689 3.31856 -0.80929
H 0.23999 -5.35914 -1.94964
H 0.27159 -6.42778 -4.17000

Atom charges from the Mulliken analysis, given in e for atoms 1 to 5:
1. C -1.394
2. C 0.964
3. C -0.721
4. C -0.908
5. C 0.894

What should be chosen as the most stable of them? Choose i).